{
  "formula": "C21H43BF7ILiN2O5SSi2",
  "method": "the ωB97M-V functional and the def2-TZVPD basis",
  "symbols": ["I", "S", "Si", "Si", "F", "F", "F", "F", "F", "F", "F", "O", "O", "O", "O", "O", "N", "N", "C", "C", "C", "C", "C", "C", "C", "C", "C", "C", "C", "C", "C", "C", "C", "C", "C", "C", "C", "C", "C", "B", "Li", "H", "H", "H", "H", "H", "H", "H", "H", "H", "H", "H", "H", "H", "H", "H", "H", "H", "H", "H", "H", "H", "H", "H", "H", "H", "H", "H", "H", "H", "H", "H", "H", "H", "H", "H", "H", "H", "H", "H", "H", "H", "H", "H"],
  "positions_angstrom": [[8.257, -0.532, 2.024], [-7.058, -0.232, -2.358], [2.418, -0.883, -4.062], [1.332, -1.514, -1.342], [-3.959, -3.361, 3.242], [3.116, -0.271, 2.613], [-6.035, -3.916, 2.318], [2.322, 1.818, 2.994], [-5.900, -3.160, 4.529], [-5.511, -1.679, 2.760], [1.308, 0.028, 4.004], [-8.367, 0.176, -2.813], [6.895, -0.723, 4.662], [5.127, -1.985, 3.937], [-5.912, -0.276, -3.250], [4.949, -0.969, 6.063], [2.622, -1.545, -2.487], [-1.473, 1.474, -4.213], [-6.632, 0.732, -0.918], [3.616, -0.428, 5.877], [-2.691, 1.981, -1.879], [-2.716, 4.484, -2.346], [7.645, 1.580, 4.163], [6.679, 2.850, 4.301], [0.789, 0.234, -0.897], [4.029, -1.092, -5.032], [2.553, 0.541, 3.605], [1.921, -2.321, 0.263], [-7.209, -1.799, -1.510], [6.916, 0.259, 3.601], [-0.176, -2.485, -1.914], [2.045, 0.961, -4.040], [3.521, 0.805, 4.858], [-7.192, -0.070, 0.249], [1.080, -1.758, -5.054], [-3.539, 3.250, -1.994], [5.582, -1.274, 4.840], [-6.848, -1.529, -0.047], [-2.014, 1.697, -3.187], [-5.349, -3.031, 3.214], [-3.075, -0.342, -4.830], [8.056, 1.338, 5.212], [2.220, -3.358, 0.087], [-1.938, 4.663, -1.598], [-3.356, 5.368, -2.389], [0.083, -1.516, -4.683], [3.279, -0.056, 6.913], [1.123, -1.447, -6.105], [-7.062, 1.730, -0.999], [3.920, -0.677, -6.040], [-4.313, 3.110, -2.756], [2.769, -1.777, 0.680], [1.032, 1.166, -3.690], [7.340, 3.729, 4.634], [1.652, 0.857, -0.650], [-0.881, -2.614, -1.084], [-2.236, 4.384, -3.323], [-5.543, 0.793, -0.867], [2.130, 1.377, -5.050], [-1.930, 2.095, -1.101], [0.235, 0.708, -1.711], [0.128, 0.214, -0.022], [2.753, 1.492, -3.398], [-0.712, -1.968, -2.716], [1.112, -2.319, 1.001], [8.540, 1.848, 3.505], [5.915, 0.448, 3.101], [4.851, -0.570, -4.532], [2.839, -1.233, 5.595], [-8.241, -2.138, -1.611], [-5.776, -1.688, 0.104], [-7.376, -2.212, 0.621], [-6.534, -2.524, -1.965], [4.519, 1.218, 4.508], [3.015, 1.662, 5.440], [1.213, -2.842, -5.019], [6.136, 3.129, 3.337], [4.291, -2.151, -5.121], [-4.052, 3.423, -1.044], [-6.771, 0.259, 1.201], [-3.321, 1.129, -1.613], [5.893, 2.714, 5.132], [-8.279, 0.050, 0.299], [0.111, -3.478, -2.269]],
  "mulliken_charge": [0.008, 1.160, 0.165, -0.009, -0.401, -0.216, -0.424, -0.293, -0.396, -0.406, -0.258, -0.674, -0.312, -0.430, -0.656, -0.335, -0.087, -0.734, -0.286, -0.417, 0.177, -1.356, -0.317, -1.028, -0.345, -1.030, 0.793, -0.760, -0.658, -0.099, -0.894, -0.714, 0.054, -0.850, -0.952, -0.305, 0.587, -0.522, 0.237, 0.638, 0.883, 0.207, 0.294, 0.334, 0.372, 0.131, 0.297, 0.381, 0.442, 0.267, 0.280, 0.028, -0.113, 0.339, 0.295, 0.395, 0.362, -0.020, 0.370, 0.308, -0.378, 0.397, 0.208, 0.111, 0.262, 0.402, 0.246, 0.242, 0.320, 0.367, 0.239, 0.373, 0.350, -0.534, 0.443, 0.257, 0.299, 0.251, 0.370, 0.378, 0.066, 0.241, 0.348, 0.235],
  "charge": -1,
  "homo_lumo_gap_ha": 0.1297,
  "total_energy_ha": -3318.27498
}